# 1
A molecular structure, C40H29AsBrN3O4PtS. Source: the Open Molecules 2025 dataset; level of theory: wB97M-V/def2-TZVPD.

Geometry as XYZ:
```
80
Properties=species:S:1:pos:R:3:lowdin_charge:R:1
C -0.76613 -3.75058 0.38023 -0.370
H -5.68434 -3.47150 -1.60405 0.100
N -1.01097 4.36570 -0.34278 0.181
C 0.24258 4.88393 -0.14150 -0.249
Br 5.43695 5.31442 -0.98651 0.747
H 0.21178 2.04816 0.57074 0.067
H -4.30817 0.32977 -3.03344 0.102
C 1.64494 -1.55176 1.70459 -0.438
C 3.91414 2.92690 -1.05028 -0.054
C 1.87065 -1.36400 3.17550 -0.088
H 3.66039 -0.94274 -0.89071 0.081
H 2.59835 5.99311 -0.38477 0.109
O 0.42560 1.64167 2.12291 0.061
C -2.62142 -2.06795 -1.35547 -0.417
C 1.38129 -3.82794 -4.72051 -0.081
C 3.93628 0.10371 -1.00975 -0.056
O 1.93708 -2.51460 1.03220 0.066
C -3.88099 6.58002 0.39562 -0.100
H -4.95972 6.66320 0.40947 0.097
C -4.11237 -0.60641 -2.52707 -0.114
H -6.09847 -1.34180 -2.79044 0.105
C -0.00361 -3.75507 -4.70276 -0.074
C -0.35741 -6.04960 0.91432 -0.070
C 2.05703 -0.42884 5.74664 -0.063
C -1.43477 -4.61789 2.51891 -0.075
C -3.62608 -3.01243 -1.20677 -0.093
O 0.41236 2.03113 -0.42072 -0.183
S -1.57990 0.36828 -2.12700 0.553
C 2.75967 2.16213 -0.93642 -0.209
H -3.89691 4.54886 -0.32104 0.108
C -1.72693 7.62755 0.79899 -0.020
C -0.66498 -3.31416 -3.56472 -0.082
H -3.60473 8.58758 1.11044 0.096
C 2.11177 -3.45494 -3.59962 -0.074
C -4.88736 -2.74987 -1.71904 -0.090
H 2.92725 -2.32881 6.20472 0.104
H 2.14061 -0.07987 6.76718 0.105
H -1.88566 -4.46955 3.49117 0.106
N 0.21842 6.11764 0.29024 0.176
H -1.12485 8.47142 1.10688 0.109
Pt 0.00099 -0.13784 -0.52564 0.708
C 2.42112 -2.19697 4.12372 0.003
H 2.02170 -2.70070 -1.59049 0.083
H 1.89337 -4.17060 -5.60989 0.103
C -3.10475 7.68079 0.79715 -0.101
O 2.71799 0.81945 -1.13516 -0.114
H 3.19249 -3.50483 -3.61237 0.105
C 1.42406 -0.09248 3.49612 -0.086
H 0.17532 -5.14530 -0.95720 0.104
C 0.06717 -2.94190 -2.44610 -0.363
C 1.49707 4.16405 -0.43192 -0.053
C 0.90741 0.51262 2.23190 -0.403
H -1.21124 3.44140 -0.68938 0.140
H 1.16048 1.40400 5.01199 0.123
H 4.48894 0.42643 -0.12411 0.105
C -5.11641 -1.55060 -2.38600 -0.081
C 1.45574 -3.00797 -2.46368 -0.108
C -0.93476 -5.86356 2.16077 -0.079
C -3.29972 5.39700 -0.01437 -0.021
H -1.73170 -2.58302 1.90900 0.112
C -1.90920 5.35189 -0.01034 -0.186
C -1.12006 6.44081 0.38664 -0.226
H -0.99626 -6.68956 2.85691 0.104
C 2.66093 4.92650 -0.53753 -0.067
H 4.56147 0.22575 -1.89695 0.097
H 2.77126 -3.18652 3.86260 0.121
H 0.03093 -7.01997 0.63501 0.106
H 4.85588 2.46734 -1.30378 0.102
C -0.27437 -4.99341 0.01571 -0.082
N 1.05673 -0.38770 1.22752 -0.043
C 3.84657 4.29592 -0.83735 -0.668
As -0.79555 -2.28038 -0.85103 1.193
C 1.56011 2.78454 -0.60268 -0.160
C -1.35013 -3.56069 1.62864 -0.110
H -1.74668 -3.25323 -3.55733 0.105
H -0.57376 -4.03864 -5.57743 0.105
H -3.41864 -3.94839 -0.70012 0.106
C 2.50465 -1.70753 5.42627 -0.065
C 1.50763 0.40751 4.77624 0.007
C -2.84819 -0.84906 -1.99074 -0.691
```

Summary:
- Gap between HOMO and LUMO: 0.27059 Eh
- HOMO energy: -7.6130 eV
- Max |F|: 0.013 hartree/bohr

***

# 2
A molecular structure, C4H8O. Source: the Open Molecules 2025 dataset; level of theory: wB97M-V/def2-TZVPD.

Geometry as XYZ:
```
13
Properties=species:S:1:pos:R:3:lowdin_charge:R:1
H -0.25365 -0.33992 1.94236 0.117
C -0.43926 -1.01762 -1.40844 -0.108
C -0.41596 0.64392 1.48754 -0.252
H 0.01662 -1.84716 -1.95466 0.074
H 1.40587 0.09070 -1.23054 0.106
H -1.23516 -1.42265 -0.77344 0.076
H 0.69262 2.09177 0.89753 0.095
C 0.61957 -0.28539 -0.56613 -0.304
H -0.89584 -0.33218 -2.12883 0.074
H -1.25879 1.17031 1.94583 0.108
O 0.82537 1.38279 1.58514 -0.058
H 1.07825 -0.97563 0.15986 0.109
C -0.13966 0.84107 0.04377 -0.036
```

Summary:
- Gap between HOMO and LUMO: 0.34061 Eh
- HOMO energy: -8.5958 eV
- Max |F|: 0.009 hartree/bohr

***

# 3
2 unconnected molecules or ions with the total composition C2H9NOS2 in a non-equilibrium geometry. Source: the Open Molecules 2025 dataset; level of theory: wB97M-V/def2-TZVPD.

Geometry as XYZ:
```
15
Properties=species:S:1:pos:R:3:lowdin_charge:R:1
H 0.06531 -0.76942 -0.97894 0.020
S -2.27636 -0.95480 0.55433 0.350
H 1.07552 1.64792 -0.73632 0.077
C -2.06611 0.87611 0.52350 -0.445
H -1.88968 1.12101 -0.52029 0.020
O 0.76865 -0.71330 -1.65824 -0.105
H -1.20272 1.20547 1.10004 0.023
C 1.88417 -0.15539 -0.92297 -0.339
H -2.99774 1.28557 0.89778 0.018
H 2.29348 1.17581 0.44227 0.064
S -0.84604 -1.77947 1.88114 0.275
H 2.33566 -1.03726 -0.47931 0.111
H 2.54874 0.18442 -1.73246 0.109
N 1.48387 0.98005 -0.10455 0.029
H -1.17676 -3.06674 1.73400 -0.204
```

Summary:
- Gap between HOMO and LUMO: 0.31607 Eh
- HOMO energy: -8.1918 eV
- Max |F|: 0.052 hartree/bohr

***

# 4
2 unconnected molecules or ions with the total composition C2H5NO2 in a non-equilibrium geometry. Source: the Open Molecules 2025 dataset; level of theory: wB97M-V/def2-TZVPD.

Geometry as XYZ:
```
10
Properties=species:S:1:pos:R:3:lowdin_charge:R:1
C 1.18218 -0.41391 0.12681 -0.445
O 1.25180 -0.34936 1.33299 0.007
C -2.31097 -0.02569 0.38738 -0.129
H 2.52503 1.02306 -0.32090 0.101
H -2.42667 1.07146 0.46834 0.084
H 1.55675 0.55836 -1.67923 0.092
N 1.85196 0.39637 -0.73483 0.118
O -1.71046 -0.53818 -0.51769 -0.026
H 0.56632 -1.15727 -0.39963 0.110
H -2.48594 -0.56484 1.33676 0.087
```

Summary:
- Gap between HOMO and LUMO: 0.38804 Eh
- HOMO energy: -9.9267 eV
- Max |F|: 0.037 hartree/bohr

***

For each record above, in turn, the calculated relative energy (zero: lowest compared OMol25 entry of this formula, charge and spin) values are 11.1 398.3 107.8 137.1 kJ/mol.